Below is a single C3H6N2O molecule, with properties calculated with wB97M-V/def2-TZVPD.

XYZ file:
```
12
Properties=species:S:1:pos:R:3:forces:R:3
H -1.355 -2.022 -0.240 -0.025 0.028 0.084
N -1.496 -1.013 -0.257 0.339 0.015 0.179
C -0.449 -0.404 0.119 -0.191 -0.188 -0.063
C 0.843 -1.040 0.577 0.012 -0.019 -0.041
N -0.538 1.011 0.191 -0.170 0.093 -0.180
C 0.190 1.790 -0.690 -0.019 0.203 -0.059
O -0.213 2.833 -1.147 0.256 -0.288 0.274
H 1.141 -1.840 -0.106 -0.041 0.118 0.100
H 0.665 -1.485 1.564 0.059 0.093 -0.156
H 1.663 -0.327 0.684 -0.168 -0.061 -0.081
H -1.503 1.324 0.247 0.027 -0.036 -0.076
H 1.179 1.367 -0.941 -0.078 0.044 0.018
```
Positions in Å, forces in eV/Å.

The calculation puts the HOMO energy at -10.098 eV. Its charge is 0. The value obtained for the HOMO-LUMO gap is 10.9 eV. As for the total energy: -8235.8926 eV. The LUMO energy comes out at 0.8 eV. As for the SMILES: [H]/N=C(\C)NC=O.